{
  "formula": "C10H15NSi2",
  "method": "wB97M-V/def2-TZVPD",
  "species": ["C", "C", "C", "C", "C", "C", "C", "C", "C", "C", "N", "Si", "Si", "H", "H", "H", "H", "H", "H", "H", "H", "H", "H", "H", "H", "H", "H", "H"],
  "positions_angstrom": [[3.5331, 1.0875, 0.2748], [2.8402, 0.4053, 1.2853], [2.8097, 1.5840, -0.8175], [1.5507, 0.0819, 1.1781], [1.4063, 1.5263, -0.7975], [0.7663, 0.7622, 0.1764], [-3.6606, 0.8822, -1.2587], [-2.5946, -0.2763, 2.2749], [-2.1647, 1.0247, -1.3192], [-1.6706, -0.5535, 1.3773], [0.3284, -3.3312, -0.5741], [1.7347, -2.6275, -0.9891], [-1.0864, 0.5579, -0.0091], [4.5948, 1.0108, 0.3952], [3.4842, -0.0089, 2.1630], [3.1227, 2.1838, -1.6366], [1.0592, -0.4569, 1.9792], [0.8408, 2.1881, -1.4846], [-3.9650, 0.2367, -2.0607], [-4.0449, 1.9040, -1.3353], [-2.8075, -0.8315, 3.2315], [-3.3230, 0.4621, 2.1743], [-1.8102, 1.6151, -2.0215], [-1.1797, -1.4865, 1.5930], [-0.5891, -3.1496, -1.0905], [-3.7710, 0.4473, -0.2354], [1.9163, -1.9477, -2.2507], [2.6798, -3.2901, -0.2223]],
  "atomic_forces_ev_per_a": [[-0.8737, -0.5549, -0.6022], [3.6980, -0.9705, 1.3582], [-0.7842, 0.3398, 1.0269], [-3.0957, 1.2761, -0.4256], [0.2714, 0.0985, 0.6871], [-0.2316, -0.6472, -0.3476], [1.5417, 0.0855, 1.5889], [-0.7213, -1.0994, 1.7381], [0.3744, -2.4422, 4.2871], [0.1709, -0.0865, -0.0521], [-1.1961, 0.9558, -1.0540], [-3.2865, -0.9382, -0.2325], [-1.0513, -0.5426, -0.4242], [0.4994, 0.7440, -0.4820], [-1.3252, 0.7588, -1.6052], [1.3424, 0.1759, -0.3789], [-0.0853, -0.2047, -0.2365], [0.3108, -0.8613, 0.2791], [-0.7108, -0.2677, -0.2144], [-0.6063, -0.4171, 0.0714], [0.5851, -0.0340, -1.2525], [-0.7310, 1.7861, -0.3277], [1.8171, 2.6817, -3.5592], [0.8268, -0.1908, -0.1962], [1.8311, -0.1726, 0.9095], [-1.1670, 0.1942, -1.0277], [0.6112, 0.5671, -0.3338], [1.9856, -0.2340, 0.8060]],
  "relative_energy_kj_mol": 105.40,
  "smiles": "C=C/[Si](=C\\C)c1ccccc1.N=[SiH2]",
  "lumo_energy_ha": -0.00039
}

=====

{
  "formula": "C10H15O4",
  "method": "wB97M-V/def2-TZVPD",
  "species": ["C", "C", "C", "C", "C", "C", "C", "C", "C", "C", "O", "O", "O", "O", "H", "H", "H", "H", "H", "H", "H", "H", "H", "H", "H", "H", "H", "H", "H"],
  "positions_angstrom": [[2.1774, 0.7432, -0.5054], [2.6759, -0.7227, -0.5656], [0.1223, -0.0465, 0.0046], [2.7493, 1.3670, 0.7480], [3.9262, 0.3936, 1.0578], [-1.8730, 1.4315, -0.9408], [-3.7642, -0.3734, 0.2723], [-1.9682, -2.0878, 0.2363], [-1.2768, 0.0400, -0.6826], [-2.3675, -0.7307, -0.0539], [2.1058, -1.4545, -1.3137], [0.4910, -0.7219, 0.9101], [3.7217, -0.8033, 0.2164], [0.8162, 0.7706, -0.7292], [3.2087, 2.4351, 0.6487], [1.9713, 1.3608, 1.6759], [4.9610, 0.9413, 0.8000], [4.0258, -0.0849, 2.0016], [-1.1033, 1.9956, -1.4337], [-2.8409, 1.3951, -1.5851], [-2.0183, 2.0258, -0.0833], [-4.1849, -1.1876, 0.8257], [-3.8324, 0.3572, 1.0135], [-4.1571, -0.2668, -0.6605], [-2.5172, -2.7504, 0.8956], [-1.5630, -2.6836, -0.7268], [-1.0924, -2.0703, 0.9450], [2.7255, 1.2781, -1.4303], [-1.1189, -0.5503, -1.5404]],
  "atomic_forces_ev_per_a": [[3.3623, 1.4264, -1.8014], [-0.8978, 2.8967, -0.2792], [-1.4051, 0.1002, -0.4124], [-0.4112, 1.0110, 2.9342], [1.7727, 0.8772, -1.8177], [0.1949, -0.1301, -2.5129], [2.6346, -1.8860, 2.1079], [1.7115, -2.4348, -0.4951], [-3.3620, 1.0812, 2.0389], [1.1711, -2.3838, 1.3821], [0.7617, -1.5672, 0.1887], [-0.1084, -0.0769, 0.4444], [0.8262, -0.7322, -0.0836], [-0.0128, 1.1390, -0.3708], [-1.2789, -1.9351, 0.0197], [1.7612, 0.0877, -2.3176], [-2.2272, -1.6546, 0.2919], [-0.1981, 0.4117, 1.1226], [-0.0123, 0.3651, -0.8809], [1.8636, 0.0658, 1.1228], [-0.5936, 0.1843, 1.4656], [-0.4595, -0.9061, -0.3828], [-0.1571, 2.4591, 0.3023], [-2.0248, 1.0601, -2.5009], [-1.4388, 0.0868, -0.7092], [-0.6779, 1.4105, 2.1590], [0.3452, 0.7046, -1.0108], [-1.5749, -1.2075, 1.7861], [0.4352, -0.4531, -1.7911]],
  "lumo_energy_ha": -0.21838,
  "total_charge": 1
}

=====

{
  "formula": "C10H16",
  "method": "wB97M-V/def2-TZVPD",
  "species": ["C", "C", "C", "C", "C", "C", "C", "H", "H", "H", "H", "H", "H", "H", "H", "C", "C", "C", "H", "H", "H", "H", "H", "H", "H", "H"],
  "positions_angstrom": [[-1.3418, 0.5397, -2.2163], [1.6343, -1.7037, -1.8486], [0.8414, -0.7369, -2.3825], [1.2976, -2.4257, -0.7343], [-0.2680, -0.3726, -1.5476], [0.3096, -2.0517, 0.1273], [-0.5023, -0.8792, -0.2564], [2.5135, -2.0857, -2.3509], [0.9823, -0.1925, -3.3316], [1.8799, -3.2659, -0.3268], [-0.0326, -2.5321, 0.9637], [-0.9177, 0.7431, -3.2056], [-1.2504, 1.6151, -1.7044], [-1.3064, -0.5018, 0.3928], [-2.3978, 0.0391, -2.0728], [-0.5799, 1.7250, 2.0026], [-0.8233, 1.1603, 3.4302], [0.0668, 3.1344, 1.9937], [-0.0145, 0.8798, 1.4483], [-1.4368, 1.7093, 1.4207], [-1.5035, 1.8817, 3.9895], [0.7114, 3.1934, 1.1514], [-0.6662, 4.0178, 1.9262], [0.6759, 3.3164, 2.9013], [-1.0642, -0.0224, 3.3373], [0.0216, 0.8666, 4.0519]],
  "atomic_forces_ev_per_a": [[0.7944, 1.0429, 2.2063], [3.3732, -2.2859, -0.6158], [-3.6718, 2.4662, 0.8207], [0.0939, -0.9625, 2.5557], [-0.5453, 0.6522, -1.6571], [-1.1175, 2.5271, -1.9460], [0.5527, -0.3092, -0.3870], [0.1604, 0.1782, -0.4248], [0.0149, -0.6100, 0.4667], [0.2029, 0.1485, -0.8397], [-0.2048, -1.6843, 2.0391], [-1.0425, -0.2829, -0.2744], [-0.8454, -2.0798, -0.6940], [0.2168, -0.2794, -0.5647], [1.9673, 1.3473, -0.7421], [2.8250, -1.5682, 1.2968], [-0.9931, -1.9575, -0.4962], [-0.9912, 0.4033, 0.7849], [-0.0607, 1.7885, 0.6951], [-2.1256, 0.2176, -0.7253], [0.4373, -1.5903, -0.2978], [0.6349, 0.3059, -0.7932], [0.7660, -1.4294, 0.1047], [-0.2444, -0.2031, -0.4143], [-1.0715, 2.7713, 0.0158], [0.8740, 1.3936, -0.1135]],
  "multiplicity": 2,
  "relative_energy_kj_mol": 213.36,
  "lumo_energy_ha": [0.12957, 0.12798],
  "total_charge": -1
}

=====

{
  "formula": "C10H16",
  "method": "wB97M-V/def2-TZVPD",
  "species": ["C", "C", "C", "C", "C", "C", "C", "H", "H", "H", "H", "H", "H", "H", "H", "C", "C", "C", "H", "H", "H", "H", "H", "H", "H", "H"],
  "positions_angstrom": [[-0.4891, 0.7320, 2.2973], [3.0057, -0.5720, 2.3760], [3.1554, -0.5670, 0.9893], [1.8300, -0.2048, 2.9053], [0.8326, 0.1684, 2.0128], [2.3029, 0.0756, 0.1040], [1.0853, 0.3736, 0.6362], [3.6241, -1.0982, 3.0992], [4.1450, -0.9217, 0.7052], [1.5759, -0.1598, 3.9423], [2.4663, 0.3075, -1.0049], [-0.7799, 0.6693, 3.3557], [-1.2353, 0.4258, 1.5693], [0.2944, 0.8478, -0.0402], [-0.4550, 1.8471, 2.3925], [-1.5872, -0.0869, -1.6964], [-2.2865, -1.3455, -2.0713], [-1.7667, 0.8573, -2.9021], [-2.0408, 0.3091, -0.7736], [-0.5245, -0.2749, -1.3929], [-1.6196, -2.1548, -2.2550], [-2.8245, 1.1619, -3.0077], [-1.2776, 1.8956, -2.9097], [-1.4562, 0.6032, -3.8407], [-3.0846, -1.6859, -1.3764], [-2.8903, -1.2026, -3.1142]],
  "atomic_forces_ev_per_a": [[-0.9387, 1.7659, 2.7180], [0.5008, -1.6674, -0.3639], [2.9276, 0.2370, 0.2381], [-3.1000, 1.1454, -0.4953], [-0.0911, 1.5461, -1.8818], [0.1109, -0.3824, -1.3062], [-1.0399, 0.5839, -0.2909], [0.8791, 0.2718, -0.6975], [-0.2332, 0.0118, -0.5732], [0.2083, -0.2750, 0.6224], [0.2496, -0.7074, 1.8297], [-0.4868, -1.2948, -0.1846], [-0.2264, 0.0463, 0.3892], [1.1722, -0.7076, 1.3803], [0.2120, -0.4503, -1.2041], [0.7917, 0.9237, -0.0554], [-3.0161, -0.8652, -2.2226], [-0.4978, 4.0031, 2.3376], [0.0429, 0.3306, -0.5013], [-0.8678, 0.1092, -0.7437], [0.4943, -0.7526, -0.0598], [0.2260, -0.5239, 0.1531], [-0.2566, -1.1822, 1.0236], [0.8507, -2.0200, -2.3045], [0.6936, 0.2073, -0.1841], [1.3948, -0.3534, 2.3770]],
  "relative_energy_kj_mol": 218.17,
  "smiles": "Cc1ccccc1.CCC",
  "lumo_energy_ha": 0.03385
}

=====

{
  "formula": "C10H16",
  "method": "wB97M-V/def2-TZVPD",
  "species": ["C", "C", "C", "C", "C", "C", "C", "H", "H", "H", "H", "H", "H", "H", "H", "C", "C", "C", "H", "H", "H", "H", "H", "H", "H", "H"],
  "positions_angstrom": [[-1.0054, -2.2883, -0.6013], [1.1775, -0.9389, 2.8479], [1.9064, -1.3655, 1.7330], [-0.2174, -0.9545, 2.7727], [1.2212, -1.9323, 0.6466], [-0.8806, -1.5472, 1.7344], [-0.1490, -1.9241, 0.5634], [1.6581, -0.3470, 3.6173], [3.0088, -1.3993, 1.7277], [-0.6752, -0.4627, 3.6243], [1.8060, -2.3095, -0.1888], [-1.9629, -1.5471, 1.6763], [-2.0526, -2.4307, -0.3483], [-0.6917, -3.1717, -1.1502], [-0.8706, -1.5602, -1.4402], [0.1033, 2.1680, -1.0915], [-1.0979, 3.1353, -1.1567], [0.4705, 1.3736, -2.3280], [0.9662, 2.6507, -0.6099], [-0.1825, 1.4475, -0.3117], [-0.8676, 3.9564, -0.4869], [-2.0899, 2.7279, -1.0390], [1.2040, 1.7456, -3.0322], [0.8680, 0.3850, -2.0116], [-1.2884, 3.5082, -2.1928], [-0.3584, 1.0810, -2.9544]],
  "atomic_forces_ev_per_a": [[0.8332, 0.0216, -1.8657], [0.3867, 0.8831, -1.6058], [-0.0651, -1.0499, 0.5419], [0.8184, 0.0379, 1.4642], [0.9100, 0.4486, -0.4762], [0.5247, 0.6212, -1.5209], [-1.8223, -0.2482, 1.9290], [0.0512, -0.3840, 0.2138], [-0.6797, 0.2386, 0.0552], [-0.6549, -0.3272, -0.1706], [-0.0627, 0.1108, -0.0180], [0.0371, -0.0248, 0.1571], [0.0266, 0.2912, 0.0157], [0.2104, -0.6044, 0.3860], [-0.5165, 0.0487, 0.8541], [-0.7759, -0.3566, 1.0371], [0.5822, 0.4944, -1.9622], [0.4498, -1.5769, 0.0246], [-0.1073, 0.1322, -0.6061], [0.1209, -0.1427, -0.1685], [-0.6163, 0.2512, 0.0208], [-0.1023, -0.6463, 1.0674], [0.2410, 0.7113, 0.1752], [0.0455, 0.5162, -0.0562], [0.9114, 0.3342, 0.5344], [-0.7460, 0.2199, -0.0263]],
  "relative_energy_kj_mol": 98.17,
  "smiles": "Cc1ccccc1.CCC",
  "lumo_energy_ha": 0.03575
}

=====

{
  "formula": "C10H16",
  "method": "wB97M-V/def2-TZVPD",
  "species": ["C", "C", "C", "C", "C", "C", "C", "H", "H", "H", "H", "H", "H", "H", "H", "C", "C", "C", "H", "H", "H", "H", "H", "H", "H", "H"],
  "positions_angstrom": [[1.2961, -1.5269, -2.6111], [0.5153, 0.5658, -1.3754], [1.5084, -0.3434, -1.7188], [0.7724, 1.6263, -0.5079], [2.0603, 1.8449, -0.0632], [2.7698, -0.1507, -1.1455], [3.0975, 0.9602, -0.4014], [-0.3864, 0.5837, -1.9887], [-0.0108, 2.2960, -0.1907], [2.2477, -1.9803, -2.8716], [0.7144, -1.2567, -3.4902], [2.2659, 2.7189, 0.5438], [3.5448, -0.8391, -1.4974], [4.0784, 1.1814, -0.0126], [0.7133, -2.2969, -2.0880], [-2.8055, -0.5496, 1.8222], [-2.0825, 0.1048, 2.9864], [-2.0806, -0.4380, 0.4909], [-2.9954, -1.6064, 2.0414], [-3.8560, -0.2458, 1.8111], [-2.0196, 1.1903, 2.8750], [-1.0179, -0.5706, 0.6547], [-2.3022, -1.2739, -0.1834], [-1.0811, -0.3008, 3.1212], [-2.6101, -0.1236, 3.9192], [-2.3362, 0.4306, -0.1201]],
  "atomic_forces_ev_per_a": [[-0.5764, -0.1343, 0.3255], [-0.0777, 0.3389, -1.0032], [0.3439, 0.3690, 0.8733], [0.2493, -0.2392, -0.2238], [0.4195, -0.1595, 0.2644], [0.7754, -0.4805, -1.0571], [-1.1509, 0.6164, 0.5780], [-0.2366, -0.3359, 0.6122], [-0.1765, 0.1289, -0.2048], [0.0100, 0.0331, -0.2855], [0.1556, -0.0365, -0.2112], [0.0477, -0.0764, 0.0495], [-0.0525, 0.1647, 0.4596], [0.2592, -0.2759, -0.1864], [0.0806, 0.1187, -0.0466], [-0.7122, -0.7139, 0.1774], [-0.2830, -0.1513, 0.3602], [-0.4224, -0.7585, -0.5486], [0.6612, -0.1575, 0.1228], [0.1210, 0.7173, -0.3947], [0.0527, -0.0809, 0.0061], [0.3118, 0.5797, -0.0265], [-0.3476, -0.0798, 0.1999], [0.1638, 0.0667, -0.2001], [-0.0084, 0.2352, -0.0774], [0.3925, 0.3115, 0.4373]],
  "relative_energy_kj_mol": 52.18,
  "smiles": "Cc1ccccc1.CCC",
  "lumo_energy_ha": 0.03644
}

=====

{
  "formula": "C10H16",
  "method": "wB97M-V/def2-TZVPD",
  "species": ["C", "C", "C", "C", "C", "C", "C", "H", "H", "H", "H", "H", "H", "H", "H", "C", "C", "C", "H", "H", "H", "H", "H", "H", "H", "H"],
  "positions_angstrom": [[1.6505, 0.1136, 1.5486], [-2.2099, 1.3840, 1.2250], [-1.0354, 0.6117, 1.1179], [-2.0042, 2.6065, 1.9581], [0.2503, 1.0057, 1.7219], [-0.8279, 2.9065, 2.6148], [0.3226, 2.1136, 2.4961], [-3.1888, 1.2022, 0.8220], [-0.9264, -0.3100, 0.5741], [-2.9979, 3.2031, 2.0314], [-0.7557, 3.8184, 3.1636], [1.7940, -0.0647, 2.5509], [2.5138, 0.6946, 1.1045], [1.1652, 2.6052, 3.2682], [1.4960, -0.8507, 1.0673], [0.1749, -1.4643, -2.7288], [-0.6373, -2.5487, -2.0793], [1.7021, -1.6532, -2.7045], [-0.1343, -1.4050, -3.9147], [-0.1931, -0.6499, -2.2193], [-0.0102, -3.4603, -1.8986], [2.3520, -0.8238, -2.3018], [1.9403, -2.5086, -2.0926], [2.0705, -1.7319, -3.6293], [-0.9728, -2.0722, -1.0957], [-1.5384, -2.7218, -2.5998]],
  "atomic_forces_ev_per_a": [[-2.4415, 2.1345, -1.5441], [3.1512, 1.1823, 1.3507], [1.4601, 0.7799, 0.5463], [-3.0165, -0.5954, -0.4438], [0.8969, -2.4395, -1.8858], [-0.5761, -0.0057, -0.8154], [0.6652, 2.9058, 2.9847], [0.0426, -0.4901, -0.2681], [-0.5548, -0.2666, -0.2826], [2.2098, -0.4955, 0.1945], [-0.1066, 0.4420, 0.4159], [1.1465, -0.6422, 2.2848], [-1.2525, -0.6061, 0.4368], [-1.5396, -2.1464, -2.7046], [-0.0821, 0.2260, -0.2983], [0.3382, -1.1096, -4.3071], [0.9144, -0.0387, 2.3995], [-0.7101, 1.5877, 3.8141], [0.6041, 0.1793, 2.9260], [-0.1421, 2.6670, 0.3746], [-1.0037, 0.5270, -0.1089], [-1.1518, -0.3970, 0.0482], [0.2836, -0.4749, 0.0075], [1.2958, -0.9277, -3.6501], [0.4562, -1.3249, -0.8021], [-0.8872, -0.6714, -0.6726]],
  "relative_energy_kj_mol": 278.72,
  "smiles": "Cc1ccccc1.CCC",
  "lumo_energy_ha": 0.03772
}

=====

{
  "formula": "C10H16",
  "method": "wB97M-V/def2-TZVPD",
  "species": ["C", "C", "H", "H", "H", "H", "H", "H", "C", "C", "C", "C", "C", "C", "C", "C", "H", "H", "H", "H", "H", "H", "H", "H", "H", "H"],
  "positions_angstrom": [[-3.0830, -0.8377, -0.3153], [-3.4187, 0.6386, -0.0998], [-2.3533, -1.1539, 0.3685], [-4.0648, -1.3144, -0.4637], [-2.5814, -0.9390, -1.3531], [-3.6666, 1.1860, -0.9443], [-2.4930, 1.2135, 0.1712], [-4.0834, 0.6677, 0.7863], [1.6832, 0.2674, -1.5533], [3.1509, -0.1399, -1.9310], [1.2010, 0.0770, -0.1404], [1.6043, -0.9387, 0.6478], [0.3174, 1.0572, 0.4088], [1.2337, -1.0200, 2.0437], [0.0800, 1.0804, 1.7094], [0.4771, 0.0241, 2.5632], [1.5071, 1.2072, -2.0234], [0.9639, -0.3754, -2.0511], [3.2738, -1.2360, -1.8002], [2.3178, -1.8617, 0.3509], [-0.2826, 1.8570, -0.2535], [1.4250, -1.9160, 2.5003], [-0.4535, 1.8416, 2.0848], [0.2624, 0.1340, 3.6738], [3.9297, 0.4405, -1.3929], [3.0532, 0.0404, -2.9865]],
  "atomic_forces_ev_per_a": [[-0.5315, 1.4561, -4.1024], [2.2606, -0.3228, 2.7620], [0.2992, -1.0507, 1.2821], [0.7387, -0.7168, 0.7371], [-0.5991, 0.0604, 1.4752], [-1.6153, 0.6056, -1.6289], [-0.5648, -0.6760, 0.2988], [-0.0067, 0.6574, -0.8129], [0.3052, -1.7046, 0.2254], [-1.7074, -0.6444, 0.7588], [-0.1025, 2.4108, -0.7468], [1.7585, -3.3934, 2.1265], [-0.3813, 1.0478, -3.6850], [-1.3603, 2.7191, -2.8422], [0.9178, -2.9025, 1.5599], [0.6720, 0.1362, 1.3029], [-0.3105, 1.1528, 0.4612], [0.2378, -0.4601, -0.9297], [0.2470, 0.7437, 0.0804], [-1.6950, 2.5405, 0.0708], [1.9988, -1.8110, 1.2397], [0.6953, -1.7480, 1.6281], [-2.0089, 2.5733, 1.5020], [0.1467, -0.4567, -1.5783], [-0.5482, -0.3558, -0.5623], [1.1539, 0.1392, -0.6223]],
  "relative_energy_kj_mol": 211.50,
  "smiles": "CCc1ccccc1.CC",
  "lumo_energy_ha": 0.03606
}

=====

no.,maximum force (Eh/bohr)
1,0.0962
2,0.0793
3,0.0875
4,0.0907
5,0.0518
6,0.0278
7,0.0867
8,0.0853